Entry from the OMol25 dataset: C39H31Cl5P2SrTe as an isolated structure (ωB97M-V/def2-TZVPD).

Element x y z (Å)
C 4.244558 -0.093894 -1.811995
H -0.679531 3.474554 2.485383
H -3.343672 1.642720 7.413404
H 5.574701 -2.069703 1.722216
C -2.363409 -2.542231 1.209034
C -2.443530 1.091393 -6.039857
H 1.261736 0.137836 7.851783
H 3.284275 0.982759 6.706378
H -0.678395 -0.628369 6.517440
C -1.841733 0.241083 -6.956205
P -3.260841 1.492588 1.705287
Sr -1.021536 -0.608473 -1.227988
C -1.475403 1.888494 1.261007
C -3.172057 2.680038 4.197507
H -3.102532 3.595129 3.618781
C 2.482410 0.695936 4.742616
H 3.373726 1.065693 4.250050
Cl 4.500053 2.556668 -2.252976
Cl 4.305084 -2.764657 -1.358170
H 1.132856 2.443655 0.922312
C 1.296656 0.174027 6.770477
C -3.424377 0.365983 5.690640
H 6.936828 -0.094134 1.107782
C 5.876069 0.013624 1.293150
H -2.527328 2.149766 -6.254390
C -1.750413 -1.113652 -6.668802
H -3.119370 3.711952 6.072154
C -4.506515 -0.824736 0.827686
Cl 1.228542 -2.562193 -0.816766
Cl 5.926494 -0.209868 -2.150087
C -4.638595 -2.177409 0.534265
H 5.853738 2.116294 0.869350
H -3.656162 -4.081608 0.447162
H -2.173949 -2.672595 -5.261295
C -3.564395 -3.035690 0.707718
H -1.305282 -0.849234 1.951841
C -3.243343 1.450020 3.539926
H 1.612159 2.749888 2.595974
H -1.511320 2.592163 0.425523
H -3.541810 -0.542396 6.268441
C 5.270149 1.253450 1.164214
C 1.455941 0.095108 -1.320823
C 3.752678 -0.954891 1.860629
C 2.163165 -1.086849 -1.245241
Cl 1.408897 2.739526 -1.827688
H -0.580414 -0.574696 4.061165
C -3.380841 0.294304 4.304128
C 1.397488 0.263222 3.980765
H -3.462920 -0.672288 3.823126
C 3.907107 1.393873 1.399106
C 2.222086 1.191023 -1.663688
H -5.336365 -0.153125 0.645664
H 3.454903 2.372047 1.287937
H -3.428196 1.262166 -4.144022
C -3.310958 -0.309754 1.326217
H 3.159030 -1.826941 2.115908
C 5.113066 -1.094387 1.639350
C 0.268405 -0.223268 4.637764
H -1.287580 -1.788237 -7.378601
H -1.522498 -3.206673 1.371489
C -2.946110 0.591600 -4.845154
H -0.732684 1.931417 3.293214
C -0.515986 2.405545 2.334688
C -2.249678 -1.613283 -5.473076
C 3.594548 1.138197 -1.892140
C 2.433069 0.648301 6.127056
P 1.353539 0.358297 2.147447
C 3.522207 -1.238607 -1.475601
Te -3.602692 -1.523809 -2.699807
C -3.190583 2.750088 5.580928
C -2.853613 -0.767637 -4.542055
C -3.317713 1.589632 6.332763
H -1.449543 0.629548 -7.887266
C 0.950605 2.156592 1.960890
C -2.243501 -1.194032 1.528231
H -5.570637 -2.550285 0.130711
C 3.135640 0.293012 1.760424
C 0.211958 -0.259391 6.024775
H -1.055362 0.957702 0.875299

Forces on atoms 1 to 3 (eV/Å):
0.02 -0.06 0.00
-0.01 0.01 0.01
0.00 0.00 0.00

The relative energy (zero: lowest compared OMol25 entry of this formula, charge and spin) comes out at 104.07 kJ/mol. Its total charge is 0. The calculation puts the orbital gap at 7.1922 eV. The calculation puts the total energy at -4787.1864 hartree.

Löwdin atomic charge list, values in e, 6 entries: -0.7024, 0.1132, 0.1037, 0.1045, -0.1039, -0.1022

Entry from the OMol25 dataset: C16H37F6N4O11S2V as an isolated structure in a non-equilibrium geometry (ωB97M-V/def2-TZVPD).

Element x y z (Å)
H -21.967151 4.296378 30.344114
H -19.536255 -0.641941 26.643456
O -23.322368 3.259774 31.154193
O -21.421812 2.819552 27.175915
S -26.212164 2.435830 26.324684
H -29.383023 -0.871312 29.245879
O -26.949462 3.666953 26.050014
O -23.786103 -3.134371 23.007589
O -28.376273 1.763390 24.141146
H -18.749754 -0.172388 28.077204
C -25.683616 0.347661 31.682429
F -30.241826 -0.303611 24.404389
C -24.734639 -2.160097 23.329621
H -23.159058 1.996044 32.925523
C -24.501742 2.544462 31.016070
C -28.936350 3.163087 29.715338
H -23.657497 4.571996 29.720360
V -26.102975 -0.743138 27.098961
H -27.602334 3.336448 31.472183
F -30.280993 -0.291055 26.518992
H -24.217430 -1.200623 23.327043
H -28.872872 3.578700 28.709686
F -24.071917 1.147288 25.096298
F -24.060290 3.274366 24.800532
H -19.905610 -1.539901 28.161966
H -30.571616 4.323754 29.921950
O -24.972011 -2.423722 25.879259
H -26.459900 -2.944373 24.488229
H -25.557997 -0.629669 32.148410
H -27.728091 1.390451 29.391673
H -26.151253 -1.218593 24.695941
H -21.067774 0.481275 28.801066
C -24.863852 2.214906 24.818087
N -23.941573 1.366549 33.032793
H -22.331196 0.851296 26.608078
C -27.817157 3.842676 30.531069
H -25.210510 3.198469 31.524031
O -24.845715 -0.173710 27.911724
H -30.813356 2.816384 30.260006
C -20.334920 1.872653 27.188225
C -24.396594 1.145460 31.764348
H -28.008632 4.894414 30.743878
F -25.378229 2.081736 23.613340
H -28.908853 1.222657 30.788677
C -25.680037 -2.200441 24.650975
H -20.239372 4.071591 26.091313
C -20.969238 4.094844 26.900556
H -23.766098 0.451695 31.208227
N -30.154511 3.561277 30.436500
C -29.504689 -0.308533 25.478035
H -30.653293 -0.267132 30.419248
H -26.627357 0.701037 32.097873
H -30.973287 -0.580080 28.707139
H -25.804360 0.095872 30.628803
H -21.888998 4.636956 26.680874
C -22.881239 3.844828 29.958568
H -26.864929 3.808827 30.001700
H -19.510848 2.262629 27.785654
H -20.515063 4.508227 27.801078
C -30.232329 -0.209484 29.415481
O -27.255161 -1.314697 28.135321
F -28.656310 -1.418255 25.498008
N -22.034539 0.033885 27.121813
N -27.065969 0.950627 26.175151
H -25.523545 -1.977349 22.600010
H -24.920658 2.377576 30.023715
C -19.700881 -0.565583 27.718242
H -22.668874 3.094328 29.197156
H -19.888258 1.763204 26.199984
O -29.356296 2.160927 26.399052
C -28.721920 1.604324 29.784941
S -28.438162 1.394604 25.532918
O -25.398053 2.394732 27.517534
H -22.777124 -0.026897 27.803697
H -24.604510 1.947108 33.526306
C -20.786369 0.506540 27.748317
O -29.784753 1.091282 29.012451

Forces on atoms 1 to 3 (eV/Å):
0.23 0.55 -0.92
0.22 -0.92 -0.21
0.80 -0.99 0.12

Its total charge is -2. The calculation puts the orbital gap at 4.3676 eV. The calculation puts the total energy at -4017.8687 hartree.

Löwdin atomic charge list, values in e, 6 entries: 0.0893, 0.0726, -0.2140, -0.2167, 0.6875, 0.0669

Entry from the OMol25 dataset: C8H10O3 as an isolated structure in a non-equilibrium geometry (ωB97M-V/def2-TZVPD).

Element x y z (Å)
O -1.076736 1.604336 1.491333
H -0.240448 2.776865 -0.422681
H 2.899990 0.658728 -1.034103
H 0.643424 -0.695550 1.884232
C -0.165237 1.011303 -0.667925
O 3.126593 -0.252677 0.789076
H 0.408970 -0.415746 -2.252877
C -1.090299 -0.773441 0.542155
C -0.037077 -0.276356 -1.350862
C 1.056161 -0.416769 -0.238000
H -0.811053 -2.288132 -1.011392
H -0.107354 1.704200 1.872795
H 0.572813 -2.030644 0.879029
H -2.210263 0.950271 0.128201
H -1.852258 -1.349184 1.199946
C -1.210562 0.771442 0.442925
C 2.413559 0.098244 -0.162183
C 0.365646 -1.005971 0.947203
H -2.021398 -1.050725 -1.324680
O 0.402196 2.199736 -0.814589
C -1.066664 -1.219922 -0.897601

Forces on atoms 1 to 3 (eV/Å):
3.06 1.73 3.36
-0.27 1.19 0.50
-0.87 -0.29 0.86

The relative energy (zero: lowest compared OMol25 entry of this formula, charge and spin) comes out at 285.24 kJ/mol. Its total charge is 0. The calculation puts the orbital gap at 8.4993 eV. The calculation puts the total energy at -536.4454 hartree.

Löwdin atomic charge list, values in e, 6 entries: 0.0070, 0.1132, 0.1416, 0.0972, -0.2057, -0.0121

Entry from the OMol25 dataset: a 2-piece molecular cluster, C5H10NO overall in a non-equilibrium geometry (ωB97M-V/def2-TZVPD).

Element x y z (Å)
C 1.895171 -0.414441 0.939042
C 0.980919 1.582273 -0.641302
C 1.302634 0.437263 -0.054634
H -2.267510 -1.505942 -0.554179
O -0.494810 -0.866122 0.166195
H 2.684503 -0.887345 -1.003845
H 1.126056 1.647401 -1.688176
H 2.813653 -0.160011 1.333687
C -1.680294 -0.800110 -0.019520
H 1.098254 -1.460075 -0.622353
C -2.613343 0.342450 0.304061
H -2.590179 0.592362 1.333874
H -2.214392 1.071323 -0.537196
H 1.186564 -1.166921 1.534249
H -3.666277 0.052083 0.112032
H 0.519780 2.355173 -0.152122
N 1.919272 -0.819367 -0.449812

Forces on atoms 1 to 3 (eV/Å):
-3.63 -2.10 2.24
1.17 -3.05 -0.28
1.16 2.39 -0.05

The relative energy (zero: lowest compared OMol25 entry of this formula, charge and spin) comes out at 422.88 kJ/mol. Its total charge is +1. The calculation puts the orbital gap at 10.5035 eV. The calculation puts the total energy at -326.1207 hartree.

Löwdin atomic charge list, values in e, 6 entries: 0.0055, 0.1535, -0.2471, 0.1157, -0.0274, 0.1433

Entry from the OMol25 dataset: a 2-piece molecular cluster, Cl2H2Si overall (ωB97M-V/def2-TZVPD).

Element x y z (Å)
H 1.808174 -0.851678 -1.762998
Si 0.363966 -0.607025 -1.516809
Cl -0.458008 1.356358 2.810189
Cl -0.369525 -2.055083 -2.791269
H -1.344607 2.157428 3.260886

Forces on atoms 1 to 3 (eV/Å):
0.53 -0.23 -0.21
-0.55 0.46 0.42
0.04 -0.04 -0.03

The relative energy (zero: lowest compared OMol25 entry of this formula, charge and spin) comes out at 275.67 kJ/mol. Its total charge is 0. The calculation puts the orbital gap at 8.0437 eV. The calculation puts the total energy at -1211.0535 hartree.

List of Löwdin charges in e, atom by atom: -0.2414, 0.2379, 0.2477, 0.0123, -0.2565

Entry from the OMol25 dataset: one molecule with the formula C20H28N2O5 (ωB97M-V/def2-TZVPD).

Element x y z (Å)
H 6.273886 -3.201795 -1.683647
H 3.438097 1.973426 -0.495862
H 5.691789 -4.491294 0.496802
N 2.862139 1.797661 2.114753
C -7.776313 -1.371991 0.638050
H -1.627172 2.368419 0.978005
C -1.837818 1.673036 0.177853
C -5.420636 -0.575314 0.091538
H -6.855220 -1.294306 -1.307065
H -8.106589 -0.330774 0.640286
H 1.371132 -0.469225 -1.297519
C 0.325139 2.339677 -0.897500
H -6.195522 -2.543156 -0.252520
C -7.505404 -1.822340 2.069236
H -3.709438 1.105153 1.014779
C -6.563123 -1.516089 -0.278976
H -5.789623 0.458684 0.145870
H 3.822690 3.500754 1.410266
C -1.225679 0.639485 -1.892777
C 4.683341 -4.097249 0.411522
H 4.076281 -4.790050 -0.165379
C 1.686886 -0.625759 -0.264531
C -3.313592 0.067252 -0.833274
H -8.422030 -1.788480 2.653366
O 2.358800 -0.349905 2.495853
C -0.925404 1.516081 -0.855180
H 3.450697 1.768128 2.934793
C 2.615345 2.600577 -0.142732
H 4.253763 -4.000590 1.404901
C 3.171107 -0.944683 -0.258534
O 4.055850 -0.125778 -0.229891
H -0.538007 0.532075 -2.718670
C 5.257678 -2.818646 -1.697511
C 2.245175 0.645760 1.809061
H 5.262617 -1.829988 -2.150379
H 5.312702 -2.027887 0.308461
H 2.068199 3.679035 1.647713
H 4.635929 -3.479496 -2.297199
C 1.338919 0.629091 0.570733
C 4.715591 -2.740279 -0.274710
N 1.380337 1.850143 -0.196158
H -4.991109 -0.850271 1.063353
H -7.129268 -2.842751 2.081975
H -6.774428 -1.179024 2.551974
H -8.588467 -1.974736 0.226694
H 1.162705 -1.495032 0.129597
H 0.317404 0.492230 0.946241
H 2.499721 3.476726 -0.781918
O -4.436418 -0.687983 -0.918829
H -2.643846 -0.763767 -2.677882
C 2.859479 2.997417 1.307993
C -3.022567 0.956752 0.196704
O 3.360616 -2.252745 -0.301830
C -2.400364 -0.079890 -1.880420
O 0.391306 3.379874 -1.523739

Forces on atoms 1 to 3 (eV/Å):
0.12 -0.05 -0.02
-0.10 0.16 0.03
0.10 -0.06 0.00

The relative energy (zero: lowest compared OMol25 entry of this formula, charge and spin) comes out at 122.27 kJ/mol. Its total charge is 0. As for the SMILES: CCCCOc1ccc(C(=O)N2CCNC(=O)[C@@H]2CC(=O)OC(C)C)cc1. The calculation puts the orbital gap at 9.3696 eV. The calculation puts the total energy at -1264.6751 hartree.

Löwdin atomic charge list, values in e, 6 entries: 0.0834, 0.1177, 0.0829, 0.0985, -0.2640, 0.1260

Entry from the OMol25 dataset: one molecule with the formula C2H5BrN2O in a non-equilibrium geometry (ωB97M-V/def2-TZVPD).

Element x y z (Å)
N -0.047234 -0.557574 0.340652
H -1.091529 -0.949376 -1.577625
N 0.158140 1.577344 1.232263
Br -1.502603 -1.038592 1.256229
H 0.609868 2.468542 1.395151
C -0.098063 -1.377250 -1.226866
H 0.711701 -0.977212 -1.729524
H 0.185600 -2.504001 -1.027882
H -0.727233 1.724766 1.634737
C 0.470058 0.709289 0.271860
O 1.331295 0.924064 -0.568995

Forces on atoms 1 to 3 (eV/Å):
3.23 -1.06 -6.59
1.28 -1.48 0.31
-0.26 2.04 1.66

The relative energy (zero: lowest compared OMol25 entry of this formula, charge and spin) comes out at 49.11 kJ/mol. The spin multiplicity is 3. Its total charge is 0. The calculation puts the orbital gap (spin up / spin down) at 6.0304 / 7.5298 eV. The calculation puts the total energy at -2837.7676 hartree.

Löwdin atomic charge list, values in e, 6 entries: -0.4845, 0.0782, 0.1573, 0.6261, 0.1217, -0.0027